(1)
76
Properties=species:S:1:pos:R:3:forces:R:3 method="wB97M-V/def2-TZVPD" total_charge=+3 spin_multiplicity=1 lumo_energy_ev=-10.4 gap_ev=6.2
Tc -0.58068 -0.42058 0.72138 -1.09 3.95 1.19
O 0.37672 -0.84278 -0.78802 -0.82 -0.34 0.84
As 1.52162 -0.76618 -2.08792 1.50 -0.07 -0.93
C 3.25022 -0.95888 -1.21672 -0.68 0.17 -0.46
C 3.48822 -2.20928 -0.65382 -0.25 -0.15 -0.04
C 4.71792 -2.46758 -0.07332 -0.15 0.04 -0.03
C 5.70632 -1.49348 -0.09132 -0.05 0.04 -0.06
C 5.46202 -0.25218 -0.65792 -0.12 0.11 -0.05
C 4.22362 0.02992 -1.21782 -0.01 0.20 -0.02
C 1.17582 -2.40498 -3.08102 -0.04 0.47 0.28
C 0.40602 -3.41488 -2.51632 -0.14 0.24 0.35
C 0.22762 -4.60308 -3.20432 0.00 0.04 0.03
C 0.82522 -4.78168 -4.44242 0.02 0.06 0.01
C 1.61742 -3.78198 -4.99002 0.04 0.08 0.02
C 1.79872 -2.58658 -4.31042 0.10 0.35 0.04
C 1.03502 0.91282 -2.93982 0.11 -0.66 0.18
C 1.89852 1.94712 -3.27202 0.25 -0.07 0.01
C 1.37232 3.10642 -3.82502 0.04 0.02 0.05
C 0.01132 3.21882 -4.05772 0.05 -0.04 -0.03
C -0.83988 2.16342 -3.76302 -0.02 0.01 0.01
C -0.32908 1.00982 -3.19782 -0.13 -0.32 0.09
H 2.71642 -2.97468 -0.68502 0.17 -0.01 0.02
H 4.90342 -3.42888 0.37758 0.06 -0.12 0.02
H 6.67622 -1.70788 0.32428 0.15 -0.03 0.10
H 6.23052 0.50522 -0.67362 0.09 0.03 0.02
H 4.03392 1.00632 -1.64522 0.08 -0.08 0.06
H -0.04678 -3.27328 -1.54092 -0.01 -0.07 -0.08
H -0.37348 -5.38778 -2.77022 -0.04 -0.06 0.02
H 0.67572 -5.70628 -4.97782 0.02 -0.08 -0.07
H 2.09902 -3.93308 -5.94442 0.02 0.01 -0.06
H 2.42232 -1.79838 -4.72042 -0.02 -0.12 -0.15
H 2.96792 1.85832 -3.14042 -0.05 0.04 0.01
H 2.02852 3.92312 -4.08372 0.10 0.03 -0.03
H -0.38428 4.12022 -4.50072 -0.02 0.07 -0.05
H -1.88918 2.24552 -4.00162 -0.13 -0.05 0.01
H -0.96978 0.16052 -2.96572 -0.04 0.18 -0.13
C -2.86538 -2.40408 -0.77202 0.16 0.79 0.22
Si -3.07598 -0.62318 -0.11102 -0.70 -0.21 0.08
C -3.66018 0.63132 -1.41802 0.46 -0.37 0.61
C -4.17378 -0.47388 1.45338 0.51 -0.09 -0.60
H -3.84948 -2.81498 -0.97962 -0.31 -0.01 0.01
H -2.39318 -3.07418 -0.05362 0.04 0.00 0.11
H -2.30358 -2.44138 -1.70552 0.04 0.10 -0.01
H -4.50468 0.19172 -1.94312 -0.17 -0.23 -0.03
H -2.92408 0.89242 -2.16892 0.17 -0.01 -0.09
H -4.02488 1.54432 -0.95132 0.00 0.04 0.13
H -5.19618 -0.29428 1.12468 -0.13 0.04 -0.19
H -3.90758 0.35502 2.10658 0.13 0.09 -0.06
H -4.18798 -1.38748 2.04218 0.17 -0.14 0.00
S -0.99258 -1.39388 2.73918 0.09 -0.51 -0.99
C -1.04808 -0.83988 4.40728 0.11 0.61 -0.05
N -1.01978 0.44072 4.70468 0.02 -0.05 -0.22
C -0.99208 0.91262 6.08458 -0.04 0.19 0.70
C -0.34518 -0.14928 6.96708 -0.07 -0.04 -0.20
C -1.03908 -1.48838 6.75558 -0.02 0.23 0.78
N -1.10648 -1.77438 5.32838 0.01 -0.17 -0.39
H -1.02418 1.11962 3.95498 0.05 -0.25 0.00
H -2.01338 1.12192 6.41898 0.09 0.01 -0.07
H -0.42428 1.84302 6.11898 -0.06 -0.07 -0.05
H -0.41938 0.14512 8.01138 0.00 -0.01 0.00
H 0.71342 -0.24238 6.71648 0.00 0.02 0.04
H -2.04988 -1.48618 7.17598 0.09 0.00 -0.09
H -0.48088 -2.29258 7.23868 -0.07 0.04 -0.12
H -1.16768 -2.74618 5.05198 0.08 0.13 -0.21
C -0.69648 1.41382 0.91608 0.44 -4.31 -0.45
C -0.67608 2.78492 0.76878 -0.15 0.86 -0.19
C 0.11972 3.64522 1.56038 0.06 -0.21 0.08
C 0.13192 4.99932 1.30908 0.08 -0.04 0.21
C -0.64678 5.53632 0.28888 -0.04 -0.28 -0.04
C -1.44208 4.70502 -0.49392 -0.12 0.01 -0.10
C -1.46118 3.34982 -0.26932 0.04 -0.22 0.18
H 0.71782 3.21462 2.34808 0.15 0.07 0.12
H 0.73792 5.65692 1.91288 0.09 -0.01 0.07
H -0.63528 6.59912 0.10308 0.00 0.11 0.01
H -2.05738 5.12412 -1.27452 -0.04 0.04 -0.09
H -2.07128 2.68622 -0.85382 -0.13 -0.01 -0.25

(2)
82
Properties=species:S:1:pos:R:3:forces:R:3 method="wB97M-V/def2-TZVPD" total_charge=0 spin_multiplicity=2 lumo_energy_ev="-1.0 / -1.1" gap_ev="6.7 / 7.2"
Ti 0.93069 1.67277 1.26971 -0.26 -0.15 -0.23
C -1.24836 -5.84120 -1.31372 0.00 -0.01 0.01
C -1.68725 -4.55922 -2.03301 0.01 0.00 -0.02
C -3.21426 -4.54061 -2.09368 -0.01 0.01 0.00
C -1.14768 -4.57081 -3.47038 0.01 0.00 0.00
C -1.12782 -3.33880 -1.30414 -0.07 0.00 0.00
C -1.93315 -2.32654 -0.80566 -0.01 -0.02 0.00
C -1.35317 -1.23026 -0.19758 0.06 -0.10 -0.05
Br -2.53577 0.10420 0.46654 0.01 0.02 0.02
C 0.03429 -1.06934 -0.06293 -0.13 0.22 -0.12
O 0.50090 0.06949 0.44811 0.19 -0.10 0.38
C 0.86528 -2.10919 -0.52522 -0.05 -0.06 -0.05
C 0.24243 -3.19908 -1.13007 0.05 0.03 0.01
C 2.40053 -2.16632 -0.43020 0.01 0.02 0.02
C 2.78623 -3.41520 0.38020 0.02 -0.01 -0.01
C 3.07468 -0.96955 0.23954 0.00 -0.01 0.01
C 2.99140 -2.27647 -1.84443 0.01 0.00 -0.01
H -1.63815 -6.71855 -1.83466 0.00 0.00 0.00
H -1.62280 -5.85738 -0.28850 0.00 0.00 0.00
H -0.16219 -5.93170 -1.27528 0.00 0.00 0.00
H -3.56914 -5.42957 -2.61786 0.00 0.00 0.00
H -3.58553 -3.66717 -2.63360 0.00 0.00 0.00
H -3.65728 -4.54371 -1.09583 0.00 0.00 0.00
H -1.53276 -5.43583 -4.01511 0.00 0.00 0.00
H -0.05792 -4.61910 -3.48734 0.00 0.00 0.00
H -1.45171 -3.66620 -4.00085 0.00 0.01 0.00
H -3.00922 -2.36606 -0.88677 0.00 0.00 0.00
H 0.88040 -3.99030 -1.50239 0.01 0.00 0.00
H 2.37237 -3.36081 1.38904 0.00 0.01 0.00
H 3.87316 -3.47446 0.46380 0.00 0.00 0.00
H 2.43385 -4.33939 -0.07938 -0.01 0.00 -0.01
H 2.74488 -0.81757 1.26641 0.02 -0.01 -0.01
H 2.92442 -0.04433 -0.31344 -0.01 0.01 0.00
H 4.15129 -1.14389 0.26948 0.00 0.00 0.00
H 2.60405 -3.13212 -2.39927 0.00 0.00 0.00
H 4.07648 -2.37884 -1.77979 0.00 0.00 0.00
H 2.77693 -1.37249 -2.41776 -0.01 -0.01 0.01
O 3.73560 3.64304 2.22468 0.02 0.02 0.01
S 3.46566 2.37465 1.59642 0.21 -0.07 -0.04
O 4.59228 1.60219 1.17069 0.02 0.04 0.02
O 2.51383 1.54357 2.48162 -0.01 0.02 0.01
O 2.47875 2.60642 0.40870 -0.11 -0.04 0.18
Br -3.02468 0.21434 6.71563 -0.01 0.00 0.01
C -1.94349 0.60281 5.22692 0.03 -0.03 -0.04
C -1.50732 -0.41777 4.39974 -0.02 -0.01 0.03
C -0.73272 -0.07588 3.30803 -0.01 0.06 0.02
N -0.38494 1.18175 3.03509 0.03 0.09 -0.11
C -0.78164 2.15999 3.85853 0.06 0.06 -0.06
C -1.58010 1.91142 4.96545 0.02 -0.02 -0.03
C -0.27199 3.51428 3.51385 -0.02 -0.16 0.00
C -0.50564 4.62905 4.30100 0.00 0.00 -0.02
C 0.08524 5.82541 3.93064 0.01 0.00 -0.01
Br -0.20232 7.36449 4.97293 0.00 0.00 0.01
C 0.89354 5.88347 2.81250 -0.03 0.01 -0.03
C 1.06099 4.72376 2.07573 -0.01 0.03 0.04
N 0.48062 3.57005 2.40664 0.04 0.08 0.00
H -1.76687 -1.44898 4.58650 -0.01 0.00 0.01
H -0.37860 -0.82964 2.61715 -0.01 -0.01 0.01
H -1.90854 2.70766 5.61475 0.00 -0.01 0.01
H -1.11450 4.57700 5.18975 0.00 0.00 0.01
H 1.39680 6.79297 2.52136 -0.01 0.00 0.00
H 1.70345 4.69628 1.20772 0.01 0.02 0.01
C -1.97149 3.72888 -0.53824 -0.01 -0.01 -0.02
P -0.36873 2.87753 -0.72946 -0.07 0.06 0.04
C 0.63696 4.18666 -1.51270 -0.01 0.00 -0.04
C -0.61114 1.71980 -2.11196 -0.01 0.00 0.00
C 0.49773 0.99612 -2.55133 0.02 -0.01 0.00
C 0.36903 0.06617 -3.57037 0.01 -0.01 0.01
C -0.87045 -0.16256 -4.15226 0.00 -0.01 0.00
C -1.97760 0.55046 -3.71953 0.01 -0.01 0.00
C -1.84778 1.49017 -2.70613 -0.01 0.01 -0.01
H -2.73403 3.03860 -0.18058 0.01 -0.01 0.00
H -2.29841 4.17936 -1.47659 -0.01 0.00 0.01
H -1.84901 4.51910 0.20453 0.02 0.00 0.00
H 0.17888 4.50164 -2.45085 0.02 0.01 0.00
H 1.64169 3.80795 -1.69181 0.00 -0.01 0.00
H 0.71615 5.04533 -0.84536 -0.02 0.00 0.01
H 1.46465 1.14618 -2.08037 -0.01 0.01 0.01
H 1.23435 -0.49275 -3.90166 0.00 0.00 -0.01
H -0.97108 -0.89841 -4.93988 0.00 0.00 0.00
H -2.94730 0.37499 -4.16775 0.00 0.00 0.00
H -2.72590 2.02803 -2.37374 0.00 0.00 0.01

(3)
121
Properties=species:S:1:pos:R:3:forces:R:3 method="wB97M-V/def2-TZVPD" total_charge=+1 spin_multiplicity=1 lumo_energy_ev=-4.5 gap_ev=6.8
C 0.91766 7.42975 2.55939 0.82 0.06 -1.37
C 0.46422 6.84613 1.58040 0.33 -1.48 0.75
C 0.00204 5.64678 0.66249 0.47 1.20 0.80
C 1.16163 4.54431 0.55601 -0.64 0.28 0.06
C 1.80626 4.20787 1.99987 0.40 -0.29 -0.61
C 2.10887 2.67003 2.07359 1.70 -1.34 -1.50
C 3.03114 2.11981 1.00590 -1.30 -2.03 2.28
C 3.35695 0.65566 0.94871 -2.48 2.24 1.99
P 4.46071 0.04323 -0.44013 0.42 -1.24 -0.13
S 6.17421 -0.66005 0.13439 -0.17 0.34 0.21
C 2.75647 -0.23146 2.00870 -0.40 2.36 -0.64
C 3.06206 -1.78130 1.97032 -0.65 0.74 0.28
C 4.14905 -2.27619 3.03407 -0.07 -1.93 -0.57
C 3.60769 -3.49918 3.93800 -0.28 0.62 0.42
I 4.97735 -0.70826 4.29582 -0.12 -0.45 -0.36
C 1.85936 0.39901 3.04076 1.75 -1.26 -1.36
C 1.24255 -0.61440 4.10272 -0.99 2.04 -0.27
C -0.17629 -1.03738 3.49425 0.87 -1.69 0.60
O -0.41199 -2.20055 3.27755 0.45 2.34 -0.02
O -1.07936 0.01967 3.23892 1.75 -0.36 -1.05
C -1.64414 -0.04899 1.92788 -2.70 -1.33 -1.49
C -0.99085 0.55377 0.62854 0.30 0.77 0.25
O -2.71813 -0.59676 1.80754 1.99 1.09 0.50
N 1.56252 1.79170 3.05025 1.49 -0.86 -1.90
C 0.68729 2.39620 4.08276 -1.47 1.01 0.83
O 1.43647 3.27393 4.96379 -1.95 -0.31 -1.54
N 2.58077 2.63278 5.43435 2.09 0.65 -0.88
O 3.50000 3.22146 4.98204 -0.35 -1.04 1.26
H 1.45757 7.91435 3.41854 -0.92 -0.44 -1.78
H -0.28290 6.08249 -0.34130 0.36 -0.79 1.05
H -0.91756 5.15430 1.12117 1.10 0.84 -0.46
H 0.67154 3.61364 0.11394 0.74 1.18 0.49
H 1.96834 4.90813 -0.15492 -0.99 -0.52 0.90
H 2.81112 4.74004 2.01931 -1.19 -0.75 0.25
H 1.21080 4.62330 2.85992 0.56 -0.61 -0.98
H 3.46983 2.82598 0.25066 -0.63 -0.76 0.97
H 4.55407 1.06609 -1.44786 -0.55 -0.20 0.71
H 3.72409 -1.03415 -1.07317 -0.08 1.14 0.35
H 3.42621 -2.05977 0.93375 -0.45 0.43 1.24
H 2.07274 -2.32585 2.13783 1.34 0.62 -0.19
H 5.01858 -2.70833 2.44100 -0.99 1.05 0.78
H 4.33560 -4.36658 3.94375 -0.94 1.09 -0.15
H 2.57285 -3.84109 3.59683 1.44 0.31 0.26
H 3.49498 -3.16085 5.01719 0.14 -0.51 -1.34
H 1.90165 -1.50453 4.29489 -0.84 0.97 -0.52
H 1.08671 -0.08218 5.09746 0.22 -0.71 -1.23
H -0.46659 1.54804 0.82172 -0.51 -1.35 -0.15
H -1.83574 0.74864 -0.10849 1.02 -0.37 1.18
H -0.27208 -0.16043 0.11876 -0.76 0.71 0.91
H 0.07312 1.66397 4.67470 1.02 0.44 -0.88
H -0.05789 3.08030 3.55880 1.05 -0.89 0.78
C 3.31790 -3.61575 -3.65327 0.27 -0.19 -0.17
Br 2.13124 -2.81971 -2.34494 -0.04 -0.13 -0.11
Br 4.89138 -2.52562 -3.93013 -0.17 -0.25 0.19
Br 3.77245 -5.44152 -3.20447 -0.10 0.38 0.00
H 2.77747 -3.64567 -4.59555 0.07 0.06 0.22
C -1.43458 5.97885 6.08107 0.03 0.14 0.20
Br -0.66674 6.42094 7.80306 -0.15 -0.14 -0.25
Br -0.32025 6.58830 4.61132 -1.01 -0.75 1.09
Br -1.84217 4.08961 5.93962 0.01 0.22 0.01
H -2.37952 6.51251 6.00774 0.13 -0.17 0.03
C 1.26961 -0.91791 -6.04962 -0.18 0.19 0.10
Br 1.87591 -2.55836 -6.88754 -0.06 0.19 0.03
Br 2.74425 0.11227 -5.33211 -0.21 -0.05 -0.16
Br 0.17587 0.13685 -7.24676 0.34 -0.30 0.17
H 0.64109 -1.20366 -5.20980 0.15 0.00 -0.16
C 4.00085 -4.74736 8.14831 0.04 -0.20 0.09
Br 2.92702 -3.17027 7.80515 0.09 -0.18 0.08
Br 2.90439 -6.32181 8.39922 0.16 0.34 -0.09
Br 5.34448 -5.01487 6.77917 -0.16 0.03 0.25
H 4.52910 -4.57453 9.08216 -0.11 0.02 -0.20
C -4.68128 5.48623 9.06112 0.13 0.01 0.11
Br -5.99537 5.96336 10.39882 0.20 -0.12 -0.28
Br -4.15304 3.62800 9.20384 -0.17 0.40 -0.06
Br -5.28104 5.93346 7.27191 0.09 -0.07 0.22
H -3.79534 6.08466 9.25760 -0.18 -0.11 -0.06
C -6.16200 0.45294 10.70144 -0.08 -0.03 0.05
Br -4.43849 0.88427 11.47212 -0.23 -0.15 -0.06
Br -7.50692 1.76255 11.17274 0.27 -0.17 -0.12
Br -6.04831 0.19510 8.78510 0.00 0.06 0.27
H -6.47482 -0.49444 11.13175 0.08 0.19 -0.10
C -1.05034 -8.54290 8.85693 -0.07 -0.05 -0.04
Br 0.64205 -8.99940 9.68114 -0.23 0.09 -0.09
Br -2.52309 -8.70058 10.10268 0.28 0.06 -0.19
Br -0.99311 -6.79596 8.02517 -0.04 -0.25 0.16
H -1.22448 -9.26646 8.06519 0.05 0.15 0.16
C -3.03926 -5.26399 3.53720 -0.11 0.01 -0.17
Br -1.34803 -5.73251 4.35825 -0.21 0.08 -0.08
Br -4.51100 -5.41427 4.78595 0.29 0.05 -0.16
Br -2.96829 -3.51541 2.71217 -0.44 -0.53 0.18
H -3.21978 -5.98499 2.74452 0.06 0.12 0.19
C -3.55600 1.74308 -8.49002 -0.10 0.01 -0.02
Br -4.05142 3.53174 -7.93815 0.12 -0.28 -0.07
Br -1.85288 1.71763 -9.41114 -0.29 0.21 0.19
Br -3.59349 0.49619 -7.01135 0.08 0.31 -0.20
H -4.30616 1.41085 -9.20400 0.17 0.03 0.11
C 3.45201 -0.82641 -9.90774 -0.04 0.00 0.01
Br 4.03125 -2.47031 -10.74980 -0.09 0.28 0.14
Br 4.94594 0.19307 -9.21433 -0.27 -0.20 -0.12
Br 2.34130 0.23456 -11.08721 0.17 -0.16 0.17
H 2.83595 -1.10525 -9.05709 0.13 0.07 -0.18
C 6.22190 2.60899 -5.15951 0.20 0.00 -0.20
Br 4.88686 3.12283 -3.85024 0.08 -0.10 -0.13
Br 6.74581 0.75436 -4.96988 -0.17 0.29 -0.01
Br 5.64190 3.01704 -6.95843 0.05 -0.08 0.40
H 7.10725 3.20819 -4.96425 -0.20 -0.11 0.01
C -3.59921 -0.43922 -12.65699 0.04 -0.03 -0.09
Br -1.93022 -0.95005 -11.82113 -0.21 -0.08 -0.23
Br -5.09174 -0.59200 -11.43059 0.37 0.25 0.09
Br -3.49803 1.32388 -13.44855 -0.02 -0.27 0.21
H -3.77927 -1.14235 -13.46707 -0.02 0.14 0.15
C -5.52581 -3.45700 -8.30452 -0.01 -0.03 -0.07
Br -6.29328 -1.89435 -7.45603 0.03 -0.33 -0.15
Br -3.63511 -3.22761 -8.65580 -0.28 -0.02 0.09
Br -5.88029 -5.07023 -7.29466 0.08 0.28 -0.13
H -6.01693 -3.56973 -9.26749 0.11 0.03 0.19
C -7.16438 -1.05664 -15.16158 -0.11 0.03 -0.03
Br -7.63708 0.73319 -14.59545 0.13 -0.29 -0.05
Br -5.46643 -1.09249 -16.09280 -0.21 0.01 0.19
Br -7.19869 -2.30915 -13.68583 -0.10 0.05 -0.38
H -7.92309 -1.37785 -15.87001 0.17 0.06 0.14